# 1
Molecular formula: C16H32Br16
Method: DFT, the ωB97M-V functional and the def2-TZVPD basis

For the frontier orbital gap, the calculation gives 9.6 eV. The total energy comes out at -1137790.91463 eV. The value obtained for the relative energy (zero: lowest compared OMol25 entry of this formula, charge and spin) is 179.9 kJ/mol. Its HOMO energy is -0.355 Eh. Its SMILES is BrCCBr.BrCCBr.BrCCBr.BrCCBr.BrCCBr.BrCCBr.BrCCBr.BrCCBr. The lowest unoccupied orbital energy is -0.0020 Eh.

ORCA input file:
```
! wB97M-V def2-TZVPD RIJCOSX def2/J DEFGRID3
* xyz 0 1
Br -1.0895 -6.2825 0.3893
Br -4.4432 0.9372 6.8215
Br -4.6248 2.2605 0.3716
Br -0.8511 -8.0371 -2.8321
Br -2.8452 -2.9369 3.9262
Br -2.0700 1.8369 -4.3040
Br -1.9545 0.7079 2.7797
Br 5.7669 2.2881 0.6028
Br 0.0220 -2.2461 -0.6888
Br -0.1665 2.4375 -0.5720
Br 3.3068 -4.0576 -1.9652
Br 2.7816 2.8956 -2.9374
Br -4.0408 4.5675 3.0881
Br 3.3218 -1.2588 0.7327
Br 0.2014 -1.3119 4.9759
Br 0.1300 5.9560 -5.2283
C 3.6650 2.0976 -1.2956
C -0.1914 -0.4190 -0.0225
C -2.9574 0.9593 5.5199
C 4.6990 -1.9238 -0.5920
C -0.0354 -2.7508 3.5298
C -3.8796 4.8495 1.0839
C 0.0405 0.5270 -1.2339
C 4.0454 -2.2051 -1.9153
C -3.4624 0.9105 4.0220
C -1.0181 -3.8149 3.8633
C -0.6896 4.2003 -5.3555
C 5.0990 2.5217 -1.2628
C -3.3264 3.7027 0.3648
C -0.1965 -6.1595 -2.4727
C 0.3604 -6.0072 -1.0136
C -1.2731 3.6215 -4.0479
H -4.0238 1.8058 3.7546
H -1.1884 -0.1212 0.3022
H 3.1758 2.4189 -0.3760
H -4.1056 0.0463 3.8560
H 0.1046 3.5064 -5.6308
H -3.1823 4.0333 -0.6638
H 5.2639 -2.7130 -0.0959
H -4.8710 5.1669 0.7604
H -0.8897 -4.2815 4.8400
H -0.1271 -2.2378 2.5725
H 0.7637 -5.0148 -0.8119
H 0.9532 -3.2014 3.4420
H -3.2476 5.7363 1.0375
H 1.0399 0.3396 -1.6266
H -2.4145 3.3467 0.8442
H 5.7328 1.8880 -1.8830
H 5.4835 -1.1734 -0.6896
H -2.3744 1.8495 5.7558
H 3.1836 -1.5515 -2.0503
H 0.4455 -0.1650 0.8248
H -0.6767 0.4145 -2.0470
H -0.4507 3.5134 -3.3408
H -1.4695 4.3297 -6.1059
H -1.0463 -4.5856 3.0931
H -2.4667 0.0214 5.7800
H 5.1715 3.5584 -1.5916
H 4.6685 -2.0008 -2.7859
H 0.5907 -5.9508 -3.1972
H 1.1610 -6.7205 -0.8181
H -2.0179 4.2912 -3.6178
H 3.4966 1.0208 -1.3070
H -1.0071 -5.4355 -2.5559
*
```

# 2
Molecular formula: C24H32N3O
Method: DFT, the ωB97M-V functional and the def2-TZVPD basis

For the frontier orbital gap, the calculation gives 4.8 eV. The total energy comes out at -31917.58256 eV. The value obtained for the relative energy (zero: lowest compared OMol25 entry of this formula, charge and spin) is 407.1 kJ/mol. Its HOMO energy is -0.329 Eh. The lowest unoccupied orbital energy is -0.1518 Eh.

ORCA input file:
```
! wB97M-V def2-TZVPD RIJCOSX def2/J DEFGRID3
* xyz 1 1
O -1.7789 -2.1827 0.1215
N -2.1541 -4.6438 1.8399
N -0.9778 -3.4962 3.2619
N -0.9357 2.1200 -2.5188
C -2.7066 -5.1915 0.6145
C -1.8944 1.5081 -4.6121
C 2.2933 -0.5999 0.5413
C -0.4911 0.7569 -2.7222
C 5.0511 0.0187 0.6832
C -1.1250 0.3041 -4.0505
C -1.6576 -4.4674 3.9883
C -2.3972 -5.1761 3.1045
C 3.1662 -1.3314 1.3909
C 4.2049 0.7576 -0.1565
C -1.7336 2.6547 -3.6012
C -1.2774 -3.6162 1.9499
C 0.0893 2.2930 -0.3607
C 0.8896 -0.9640 0.4506
C -0.4213 5.1989 -0.3323
C -0.0130 -2.5883 3.8490
C 0.4760 -2.1806 0.9099
C 2.8509 0.4424 -0.2398
C -0.9221 -2.6191 0.9122
C -0.5653 2.8508 -1.4375
C 4.5250 -1.0333 1.4435
C -0.9323 4.3217 -1.4870
C -0.0688 4.4540 0.9547
C 0.6719 3.1228 0.7186
H -1.2441 3.5184 -4.0825
H -3.7450 -4.8665 0.4709
H -2.7142 3.0096 -3.2418
H 0.9860 -3.0494 3.8923
H -0.3311 -2.3576 4.8716
H -0.7947 0.0869 -1.9021
H 2.1998 0.9743 -0.9381
H 0.4441 5.7787 -0.6769
H 1.7291 3.3411 0.4848
H 4.5985 1.5799 -0.7538
H 0.0476 -1.6617 3.2716
H 5.1707 -1.6282 2.0902
H -0.9997 4.2425 1.4936
H -1.4891 1.8152 -5.5812
H 0.5383 5.1036 1.5951
H -1.8006 -0.5373 -3.8708
H 0.1881 -0.3278 -0.0767
H 1.1868 -2.9648 1.1871
H -2.1053 -4.8647 -0.2375
H 0.6115 0.6970 -2.7896
H -1.2002 5.9338 -0.0973
H -2.0328 4.4075 -1.5016
H -2.9550 1.2729 -4.7421
H -3.0714 -5.9992 3.2735
H -1.5554 -4.5515 5.0592
H 6.1133 0.2541 0.7379
H -0.5805 4.7779 -2.4280
H 0.2253 1.2277 -0.2902
H -2.6966 -6.2880 0.6733
H -0.3413 -0.0203 -4.7404
H 2.7674 -2.1590 1.9832
H 0.6843 2.5417 1.6502
*
```

# 3
Molecular formula: C12H13CuNO6Se2
Method: DFT, the ωB97M-V functional and the def2-TZVPD basis

For the frontier orbital gap (alpha / beta), the calculation gives 6.2 / 6.3 eV. The total energy comes out at -201764.93193 eV. Its HOMO energy (alpha / beta) is -0.043 / -0.050 Eh. The lowest unoccupied orbital energy (alpha / beta) is 0.1848 / 0.1815 Eh.

ORCA input file:
```
! wB97M-V def2-TZVPD RIJCOSX def2/J DEFGRID3
* xyz -2 2
Se -0.1239 -2.4121 0.6085
Se 1.0795 0.7186 -1.1796
Cu 0.6019 0.1052 0.9876
O -2.2122 -2.4984 -1.8785
O 0.8442 5.0245 0.3792
O 1.5114 2.9742 -0.2031
O 0.6307 -0.6201 2.7353
O -0.6331 -3.9602 -3.5905
O -0.2742 -0.3297 4.7515
N 0.2886 1.9341 2.0943
C 1.0651 -0.7778 -2.5476
C -1.2899 -1.4696 -2.1842
C 0.6129 -2.8437 -1.1854
C 0.0731 0.0597 3.6386
C 0.1510 -1.9742 -2.3533
C -0.1061 1.5353 3.3055
C -0.6515 3.7553 3.9750
C -0.5831 2.4061 4.2731
C 0.9307 3.7958 0.5090
C -0.1882 4.1681 2.7422
C 0.2853 3.2350 1.8194
C 0.2217 -2.8412 -3.6292
H 0.7885 -0.2625 -3.4755
H -1.9470 -2.7991 -0.9883
H -0.1688 5.2063 2.4433
H 2.1040 -1.1133 -2.6488
H 1.6961 -2.7741 -1.0849
H 0.3408 -3.8901 -1.3658
H -0.8835 1.9915 5.2243
H -1.0430 4.4660 4.6939
H -1.6277 -1.0037 -3.1174
H -1.4075 -3.6682 -3.0696
H 1.2417 -3.2166 -3.7764
H -0.0315 -2.2167 -4.5033
H -1.2959 -0.7045 -1.3992
*
```